No. 1
{"formula": "CH3FO2S", "method": "ωB97M-V with the def2-TZVPD basis set", "symbols": ["C", "O", "O", "F", "S", "H", "H", "H"], "xyz": [[0.87497, 0.01720, -0.26036], [-1.78195, -0.22628, -0.96337], [-1.07117, 1.42608, 0.63128], [1.47778, 0.38819, 0.90710], [-0.94239, 0.12154, 0.13556], [1.72276, -1.55976, -0.51393], [0.97553, 0.67639, -1.18697], [-1.25553, -0.84337, 1.25069]], "lowdin_charge": [-0.27, -0.36, -0.33, -0.10, 0.59, 0.24, 0.10, 0.13], "total_energy_ha": -688.249945, "e_homo_ev": -11.18, "de_lowest_kcal_mol": 98.4, "homo_lumo_gap_ev": 10.41}


No. 2
{"formula": "C32H42B2N6O16Pb", "method": "ωB97M-V with the def2-TZVPD basis set", "symbols": ["Pb", "O", "C", "O", "B", "O", "C", "O", "O", "C", "O", "C", "O", "O", "O", "C", "O", "B", "O", "C", "O", "O", "C", "O", "C", "O", "O", "C", "C", "C", "C", "N", "H", "H", "H", "H", "H", "H", "H", "C", "C", "C", "C", "N", "H", "H", "H", "H", "H", "H", "H", "C", "C", "C", "C", "N", "H", "H", "H", "H", "H", "H", "H", "C", "C", "C", "C", "N", "H", "H", "H", "H", "H", "H", "H", "C", "C", "C", "C", "N", "H", "H", "H", "H", "H", "H", "H", "C", "C", "C", "C", "N", "H", "H", "H", "H", "H", "H", "H"], "xyz": [[-24.07359, -12.99336, -5.94293], [-20.92725, -8.38644, -5.39761], [-22.12119, -8.32083, -5.31805], [-22.87874, -7.27477, -5.11328], [-24.31573, -7.61547, -5.30106], [-24.26837, -9.09323, -5.53208], [-23.05831, -9.52310, -5.57914], [-22.66225, -10.61334, -5.95983], [-24.92323, -6.81811, -6.37236], [-25.81960, -5.97588, -5.88241], [-26.41231, -5.11149, -6.45340], [-25.95179, -6.28840, -4.40168], [-25.04009, -7.20013, -4.10222], [-26.67060, -5.77127, -3.59677], [-27.49054, -9.08698, -4.66393], [-27.20748, -9.69882, -3.67798], [-27.59785, -9.43955, -2.44876], [-26.98394, -10.41106, -1.54309], [-25.98911, -11.15276, -2.35523], [-26.15710, -10.84049, -3.60735], [-25.46501, -11.23321, -4.52368], [-26.26607, -9.78822, -0.37316], [-26.60065, -10.41418, 0.74722], [-26.11985, -10.36012, 1.83774], [-27.80871, -11.30465, 0.38290], [-27.97367, -11.28516, -0.91251], [-28.49360, -11.93871, 1.14250], [-18.08791, -5.39864, -8.51578], [-19.04290, -6.57715, -8.65486], [-18.81094, -7.82648, -7.85354], [-17.83589, -8.75799, -8.46166], [-17.12050, -9.53569, -8.91259], [-17.90902, -5.08008, -7.48619], [-18.60595, -4.56655, -8.99365], [-17.09361, -5.51439, -8.94599], [-19.12782, -6.79528, -9.72395], [-20.06536, -6.25833, -8.43350], [-19.70527, -8.41673, -7.64376], [-18.44319, -7.57333, -6.85520], [-22.00624, -3.63236, -4.36103], [-23.46813, -3.59209, -3.94045], [-23.83643, -4.12018, -2.58959], [-23.54743, -3.21206, -1.45358], [-23.32924, -2.42351, -0.64819], [-21.64181, -4.65088, -4.51953], [-21.27900, -3.19157, -3.67428], [-21.88915, -3.09111, -5.30135], [-23.94925, -4.21301, -4.70256], [-23.84133, -2.58156, -4.11031], [-23.44515, -5.12533, -2.43275], [-24.92904, -4.16457, -2.55738], [-31.05277, -6.84084, -5.44232], [-29.54142, -6.59650, -5.72888], [-29.40416, -5.24466, -6.49387], [-29.89471, -5.24614, -7.86645], [-30.28359, -5.26180, -8.94696], [-31.36730, -7.72162, -5.99670], [-31.64636, -5.94713, -5.61684], [-31.10744, -7.05858, -4.37456], [-29.11332, -7.42644, -6.28375], [-29.02758, -6.44131, -4.78234], [-28.32496, -5.07288, -6.55915], [-29.82416, -4.42624, -5.91195], [-19.22542, -11.54459, -6.38405], [-19.03838, -12.40802, -7.63017], [-19.96552, -12.24418, -8.85102], [-21.34524, -12.69861, -8.53895], [-22.45277, -12.91618, -8.32414], [-20.24507, -11.63149, -6.00910], [-18.93679, -10.51695, -6.59886], [-18.51269, -11.83541, -5.61263], [-18.88368, -13.48473, -7.51580], [-18.03410, -12.17236, -7.99908], [-19.57508, -12.77520, -9.71748], [-20.02937, -11.19999, -9.16438], [-30.18580, -4.38133, -2.13655], [-29.05312, -3.39717, -2.15888], [-28.89981, -2.78146, -3.57247], [-27.58592, -2.14298, -3.82271], [-26.58385, -1.58825, -3.91099], [-30.11185, -5.16557, -2.88960], [-31.14949, -3.86916, -2.19157], [-30.20484, -4.88496, -1.16696], [-28.08390, -3.90047, -2.13620], [-29.16829, -2.59916, -1.42892], [-29.69903, -2.07925, -3.82631], [-29.07824, -3.56996, -4.30755], [-22.66103, -8.72373, -9.06298], [-24.07980, -8.67028, -9.61252], [-24.71005, -10.05757, -9.89673], [-24.95807, -10.82231, -8.66081], [-25.15129, -11.45202, -7.72416], [-22.60619, -9.45374, -8.24507], [-22.35648, -7.84705, -8.48653], [-21.91045, -8.95054, -9.81842], [-24.04886, -8.11716, -10.55487], [-24.72037, -8.00462, -9.03211], [-24.04850, -10.67908, -10.50097], [-25.57698, -9.78499, -10.49635]], "lowdin_charge": [1.60, 0.15, -0.39, 0.25, -0.85, 0.23, -0.39, -0.04, 0.24, -0.38, 0.16, -0.40, 0.23, 0.16, 0.18, -0.37, 0.28, -0.83, 0.27, -0.34, -0.08, 0.22, -0.40, 0.17, -0.40, 0.24, 0.15, -0.10, -0.27, -0.20, -0.22, 0.14, 0.08, 0.08, 0.08, 0.11, 0.10, 0.08, 0.13, -0.10, -0.26, -0.18, -0.21, 0.13, 0.06, 0.07, 0.07, 0.10, 0.11, 0.12, 0.10, -0.09, -0.22, -0.20, -0.23, 0.13, 0.07, 0.07, 0.06, 0.10, 0.08, 0.07, 0.10, -0.07, -0.25, -0.14, -0.16, 0.09, 0.05, 0.06, 0.09, 0.11, 0.10, 0.13, 0.11, -0.10, -0.24, -0.19, -0.20, 0.15, 0.06, 0.08, 0.08, 0.10, 0.12, 0.12, 0.08, -0.09, -0.22, -0.13, -0.14, 0.10, 0.05, 0.08, 0.08, 0.12, 0.12, 0.13, 0.13], "total_energy_ha": -3019.836999, "e_homo_ev": -9.33, "de_lowest_kcal_mol": 53.3, "homo_lumo_gap_ev": 5.47}


No. 3
{"formula": "C32H74BNO12", "method": "ωB97M-V with the def2-TZVPD basis set", "symbols": ["C", "N", "C", "B", "O", "C", "C", "C", "O", "C", "C", "O", "C", "O", "H", "H", "H", "H", "H", "H", "H", "H", "H", "H", "C", "C", "C", "O", "H", "H", "H", "H", "H", "H", "H", "H", "C", "C", "C", "O", "H", "H", "H", "H", "H", "H", "H", "H", "C", "C", "C", "O", "H", "H", "H", "H", "H", "H", "H", "H", "C", "C", "C", "O", "H", "H", "H", "H", "H", "H", "H", "H", "C", "C", "C", "O", "H", "H", "H", "H", "H", "H", "H", "H", "C", "C", "C", "O", "H", "H", "H", "H", "H", "H", "H", "H", "C", "C", "C", "O", "H", "H", "H", "H", "H", "H", "H", "H", "C", "C", "C", "O", "H", "H", "H", "H", "H", "H", "H", "H"], "xyz": [[-1.67991, -2.11110, -5.62066], [-2.58654, -2.36749, -4.41339], [-3.96121, -2.48585, -5.04201], [-2.24062, -3.71734, -3.88803], [-3.15758, -4.82106, -4.19300], [-0.91692, -4.12793, -3.03927], [-0.84254, -4.15695, -1.61697], [0.55952, -4.65471, -1.00112], [1.09670, -4.15907, 0.00465], [1.22040, -5.88738, -1.79450], [1.15135, -5.85789, -3.21139], [1.66411, -6.87862, -4.05435], [0.39846, -4.58380, -3.84999], [0.81255, -4.02210, -4.87618], [-2.32516, -1.60299, -6.41306], [-1.33984, -3.12394, -6.01586], [-0.80523, -1.45549, -5.30726], [-3.94385, -3.15577, -5.97913], [-4.28621, -1.45202, -5.43062], [-4.75688, -2.80141, -4.29211], [-2.62249, -5.39198, -4.79586], [-1.72956, -3.86733, -0.97798], [1.70484, -6.77292, -1.26740], [0.87359, -7.37443, -4.36854], [0.05468, 2.28357, -5.92128], [-0.18854, 1.36747, -7.10738], [0.13583, 2.06489, -8.41927], [-1.55292, 0.95138, -7.11510], [-0.58323, 3.17233, -5.97677], [-0.19319, 1.77449, -4.98602], [1.09487, 2.60442, -5.87780], [0.42385, 0.46701, -7.00844], [-0.49927, 2.94544, -8.56040], [-0.05380, 1.39899, -9.26527], [1.18172, 2.38067, -8.45046], [-2.10437, 1.73928, -7.20203], [0.26447, -0.44899, 2.29896], [1.50177, -0.80083, 3.10887], [2.74121, -0.11931, 2.55263], [1.68888, -2.21397, 3.09493], [0.37112, -0.78097, 1.26117], [-0.61633, -0.95472, 2.70384], [0.08208, 0.62883, 2.30379], [1.35681, -0.50217, 4.15092], [2.93482, -0.43741, 1.52334], [3.62403, -0.39038, 3.13801], [2.63150, 0.96841, 2.56730], [1.81757, -2.49002, 2.17710], [3.38243, 4.99262, 2.93877], [3.14658, 4.10503, 1.72740], [3.48843, 4.82483, 0.43464], [1.77874, 3.70099, 1.69620], [2.75144, 5.88607, 2.89749], [3.12074, 4.46399, 3.85790], [4.42758, 5.30660, 3.00130], [3.75223, 3.19863, 1.81252], [2.85992, 5.71163, 0.30319], [3.30151, 4.17417, -0.42346], [4.53647, 5.13452, 0.41713], [1.23593, 4.49623, 1.62111], [0.38298, -1.05689, 7.66889], [-0.77602, -1.70729, 6.92943], [-0.68447, -3.22429, 6.98208], [-0.77133, -1.27879, 5.57002], [1.33999, -1.33457, 7.21549], [0.31063, 0.03266, 7.61330], [0.39657, -1.35312, 8.72095], [-1.72220, -1.38069, 7.36935], [0.23570, -3.57620, 6.50515], [-1.51663, -3.67792, 6.43763], [-0.70302, -3.58559, 8.01360], [0.06392, -1.56389, 5.17090], [-3.05239, 2.14473, 1.08898], [-3.86157, 1.21078, 0.20246], [-3.18573, -0.14419, 0.06524], [-4.01632, 1.79735, -1.08842], [-2.05997, 2.32470, 0.66299], [-3.54346, 3.11812, 1.16993], [-2.93078, 1.72982, 2.09291], [-4.86280, 1.08148, 0.62204], [-2.19786, -0.04310, -0.39570], [-3.77108, -0.80161, -0.58305], [-3.06845, -0.62681, 1.03906], [-3.13635, 1.91589, -1.46847], [2.18066, 3.28920, 6.62168], [1.96585, 4.73763, 7.03370], [0.83278, 4.86406, 8.03996], [1.66525, 5.52044, 5.87933], [1.28343, 2.88189, 6.14441], [2.98970, 3.21385, 5.89051], [2.43013, 2.66598, 7.48424], [2.88718, 5.13739, 7.46555], [-0.11067, 4.51103, 7.61145], [0.68206, 5.91016, 8.31864], [1.04195, 4.28784, 8.94480], [0.85165, 5.17535, 5.48927], [3.62517, 5.47606, -3.48893], [3.38462, 4.56530, -4.68003], [3.71597, 5.26264, -5.99028], [2.01973, 4.15384, -4.68907], [2.99229, 6.36798, -3.53957], [3.37070, 4.96051, -2.55997], [4.66987, 5.79330, -3.43871], [3.99359, 3.66288, -4.58029], [3.08467, 6.14557, -6.13285], [3.52669, 4.59810, -6.83738], [4.76299, 5.57456, -6.01789], [1.47086, 4.94415, -4.77613], [-2.90455, -7.60042, 0.41621], [-3.12671, -6.14953, 0.81333], [-4.25176, -6.01908, 1.82774], [-3.44304, -5.38285, -0.34820], [-3.80267, -8.01976, -0.04848], [-2.10110, -7.67783, -0.32129], [-2.64300, -8.21159, 1.28354], [-2.20438, -5.73785, 1.23264], [-5.19635, -6.38398, 1.41175], [-4.40761, -4.97087, 2.09521], [-4.03052, -6.58278, 2.73739], [-4.25725, -5.73792, -0.72779]], "lowdin_charge": [-0.07, -0.10, -0.13, -0.46, 0.05, 0.02, 0.08, -0.28, 0.05, 0.09, -0.19, 0.01, -0.21, 0.08, 0.09, 0.09, 0.10, 0.10, 0.10, 0.10, 0.11, 0.12, 0.13, 0.12, -0.07, -0.50, -0.06, -0.07, 0.08, 0.08, 0.06, 0.14, 0.08, 0.08, 0.08, 0.09, -0.05, -0.50, -0.05, -0.06, 0.08, 0.07, 0.08, 0.12, 0.09, 0.08, 0.07, 0.08, -0.06, -0.50, -0.07, -0.06, 0.09, 0.05, 0.08, 0.13, 0.08, 0.07, 0.08, 0.09, -0.06, -0.50, -0.06, -0.06, 0.08, 0.07, 0.08, 0.14, 0.08, 0.08, 0.08, 0.06, -0.07, -0.50, -0.07, -0.06, 0.08, 0.08, 0.08, 0.14, 0.08, 0.08, 0.08, 0.09, -0.07, -0.50, -0.07, -0.06, 0.08, 0.07, 0.08, 0.14, 0.08, 0.08, 0.08, 0.09, -0.06, -0.49, -0.06, -0.08, 0.08, 0.06, 0.08, 0.14, 0.08, 0.08, 0.08, 0.10, -0.06, -0.50, -0.06, -0.07, 0.08, 0.07, 0.08, 0.14, 0.08, 0.08, 0.08, 0.10], "total_energy_ha": -2246.029573, "e_homo_ev": -9.17, "de_lowest_kcal_mol": 0.0, "homo_lumo_gap_ev": 8.29, "smiles": "CN(C)B(O)C1=CC(=O)C=C(O)C1=O.CC(C)O.CC(C)O.CC(C)O.CC(C)O.CC(C)O.CC(C)O.CC(C)O.CC(C)O"}